# C4H13NS

A 2-piece molecular cluster, C4H13NS overall in a non-equilibrium geometry (ωB97M-V/def2-TZVPD, OMol25).

CARTESIAN COORDINATES (ANGSTROEM)
C 1.892436 -0.118259 0.735374
C 1.542402 1.236313 1.384909
N 1.657302 1.194143 2.824500
H 2.922357 -0.295640 0.418465
H 1.287363 -0.183098 -0.170550
H 1.594704 -0.903596 1.425985
H 0.495401 1.438847 1.156094
H 2.257617 1.895003 0.868262
H 1.212114 1.967781 3.284517
H 2.495533 0.811218 3.219976
C -1.109124 -1.701853 -1.109225
S -1.834149 -0.118170 -0.686297
C -2.781695 0.182882 -2.206007
H -1.800080 -2.483396 -1.428776
H -0.463759 -1.572158 -1.979878
H -0.465533 -2.034590 -0.298836
H -3.226697 -0.753983 -2.532596
H -2.131458 0.540505 -2.994730
H -3.544743 0.898057 -1.911180

Force components x, y, z for each atom (eV/Å):
-0.8005 -0.1049 0.0394
1.1533 -0.9737 -0.4416
-0.6694 -0.2892 -0.3255
0.0911 0.3804 0.3682
0.0233 -0.2558 -0.0474
-0.0718 -0.3070 -0.0919
0.2254 0.3652 -0.1963
-0.5862 0.7718 0.2697
0.4706 0.0217 0.3129
0.1547 0.3950 0.0963
0.6530 -0.0793 -0.8400
-0.2929 -0.1785 0.0792
0.3367 -0.3282 0.5405
-0.3655 0.1198 0.5329
0.2087 0.1194 0.0217
-0.2040 -0.0623 0.1383
-0.2491 0.0360 0.0592
-0.0264 0.2962 -0.1298
-0.0512 0.0735 -0.3859

Properties
energy above the lowest of the compared OMol25 structures with the same formula, charge and spin = 52.79 kJ/mol
E = -16683.5431 eV
E_HOMO = -8.50 eV
SMILES = CCN.CSC
LUMO energy = 1.028 eV
Kohn-Sham gap = 9.528 eV

These are the Mulliken partial charges, in e, on atoms 1 to 5:
1 C -0.9293
2 C -0.1146
3 N -0.4921
4 H 0.3637
5 H 0.1260



# C19H10Cl5IrN6O6S3

C19H10Cl5IrN6O6S3 as an isolated structure in a non-equilibrium geometry (ωB97M-V/def2-TZVPD, OMol25).

CARTESIAN COORDINATES (ANGSTROEM)
Ir -0.330094 -0.056984 0.568708
N 1.780954 1.237001 -1.875382
C 2.335529 0.598507 -0.831390
N 1.661106 0.225214 0.232113
C 2.493754 -0.226896 1.238449
C 3.796828 -0.300548 0.916880
S 4.021451 0.284183 -0.699785
C 1.782512 -0.370829 2.495529
C 2.222805 -0.718210 3.710113
S 0.984766 -0.415361 4.877863
C -0.077430 0.138401 3.630975
N 0.455398 0.075695 2.416283
N -1.264297 0.639598 3.935647
H 0.771803 1.277606 -1.915180
H 2.283539 1.318442 -2.740507
H 4.631897 -0.594628 1.527885
H 3.202734 -1.059112 3.995212
H -1.588165 0.565568 4.884115
H -1.965971 0.864498 3.213422
O -1.596048 1.834318 -0.554710
N -0.937895 2.748558 0.023008
O -1.176541 3.925099 -0.133432
O 0.004033 2.339251 0.773703
Cl -1.205204 -2.408110 3.069779
C -0.594707 -2.969848 1.545829
C -0.056036 -2.086081 0.590853
C 0.395150 -2.749801 -0.573995
Cl 0.996469 -1.877640 -1.946308
C 0.341547 -4.131983 -0.761097
Cl 0.935221 -4.858874 -2.207359
C -0.207834 -4.943836 0.216510
Cl -0.303494 -6.646942 -0.007977
C -0.682379 -4.354504 1.372220
Cl -1.395693 -5.357248 2.579238
O -3.204927 1.201984 2.268546
C -3.294275 0.435340 1.326350
N -2.332222 -0.493853 0.960094
S -2.772027 -1.251724 -0.427657
O -3.032766 -2.654430 -0.329636
O -1.718547 -0.837590 -1.350137
C -4.294042 -0.423878 -0.656377
C -5.253174 -0.609944 -1.633925
C -6.431595 0.107831 -1.493393
C -6.630699 0.963707 -0.408266
C -5.654469 1.127113 0.562626
C -4.478128 0.412794 0.419374
H -5.092612 -1.281528 -2.466028
H -7.211001 -0.001436 -2.235904
H -7.563087 1.506361 -0.326350
H -5.786135 1.792148 1.405173

Force components x, y, z for each atom (eV/Å):
0.2489 -0.6738 1.1034
-0.0466 -0.1834 0.0216
-0.1859 0.3481 0.0909
0.4399 0.0076 -0.7352
-0.0380 -0.0967 0.0772
-0.0147 0.0402 -0.0775
0.1627 0.0128 0.0393
0.0771 -0.0456 -0.2203
-0.0345 0.0650 0.0708
0.1518 0.0439 0.1197
-0.1660 0.7003 -0.0436
0.4205 -0.5491 0.5497
0.2689 -0.2808 0.1818
-0.0355 0.0078 -0.0012
-0.0079 -0.0080 -0.0149
-0.0035 0.0016 -0.0100
-0.0095 0.0085 -0.0083
0.0265 -0.0015 0.0146
-0.0614 0.1602 -0.1102
-0.0322 0.4532 -0.2725
-0.1252 -0.1113 -0.0847
0.0886 -0.1227 0.0539
-0.4264 -0.1564 -0.0256
-0.1182 -0.0800 -0.1290
0.2599 0.0334 0.2169
-0.5842 -0.5500 -0.5748
0.0461 -0.0340 0.1045
0.0589 0.2678 0.0721
0.1156 0.0781 -0.0353
-0.0208 0.0005 0.0347
-0.0036 -0.1631 -0.0603
0.0078 0.0616 0.0095
-0.0145 0.0661 0.1800
0.0353 0.0213 -0.0256
-0.0695 0.0905 -0.0965
0.1610 -0.3049 -0.2553
-0.8425 0.5702 0.0745
0.0866 -0.0291 -0.1297
0.0484 0.0059 0.0525
0.2125 0.2766 -0.1361
-0.1275 0.0011 -0.1230
0.0350 0.0012 0.0512
-0.0259 0.0501 0.0192
0.0036 -0.0254 -0.0423
0.0201 0.0341 -0.0226
0.0278 0.0130 0.0822
-0.0033 -0.0109 0.0180
0.0008 0.0174 0.0047
0.0032 -0.0004 -0.0096
-0.0103 -0.0111 0.0014

Properties
energy above the lowest of the compared OMol25 structures with the same formula, charge and spin = 37.47 kJ/mol
E = -139045.5766 eV
E_HOMO = -8.27 eV
LUMO energy = -0.132 eV
Kohn-Sham gap = 8.140 eV

These are the Mulliken partial charges, in e, on atoms 1 to 5:
1 Ir 1.1067
2 N -0.3102
3 C 0.3623
4 N 0.2558
5 C -0.2297



# C53H49N7NaPS3Te

C53H49N7NaPS3Te as an isolated structure in a non-equilibrium geometry (ωB97M-V/def2-TZVPD, OMol25).

CARTESIAN COORDINATES (ANGSTROEM)
Na 1.887141 -0.759186 -0.599222
S 2.790325 -2.952705 -1.484445
C 1.512295 -3.873735 -0.816793
N 1.318058 -5.086293 -1.275816
N 0.360269 -5.853171 -0.585772
C 0.624581 -6.520344 0.564515
C -0.266834 -7.507596 1.030045
C 0.007880 -8.224683 2.178257
C 1.167074 -7.983343 2.907423
C 2.042222 -6.996438 2.463598
C 1.787103 -6.269262 1.317329
N 0.671791 -3.489425 0.226668
N 0.352824 -2.293942 0.412974
C -0.676843 -2.174517 1.350537
C -1.098566 -0.895407 1.736777
C -2.128002 -0.753023 2.668037
C -2.788642 -1.852517 3.164603
C -2.395815 -3.133469 2.763454
C -1.356567 -3.289764 1.880658
H -0.376009 -6.204189 -1.171640
H -1.172965 -7.693754 0.462483
H -0.687827 -8.989027 2.507018
H 1.384667 -8.548171 3.805595
H 2.952893 -6.795219 3.016542
H 2.482336 -5.513784 0.976972
H -0.511876 -0.036974 1.439832
H -2.431427 0.237181 2.978548
H -3.607018 -1.722696 3.862747
H -2.923174 -3.998353 3.147220
H -1.025884 -4.272060 1.571244
S 5.411369 0.322994 -1.075226
C 4.481698 0.278712 -2.471868
N 3.179769 0.408271 -2.565711
C 2.730735 0.437196 -3.863186
C 1.402423 0.596339 -4.258725
C 1.096503 0.643364 -5.607942
C 2.091995 0.525986 -6.575999
C 3.418490 0.357439 -6.203068
C 3.726951 0.322340 -4.853472
S 5.275923 0.149745 -4.086519
H 0.628544 0.662930 -3.501164
H 0.066530 0.768404 -5.920154
H 1.830005 0.557728 -7.627018
H 4.197145 0.251766 -6.948746
N 3.018929 2.725385 -0.757718
C 2.902558 3.839074 0.017126
C 3.896795 4.835730 -0.063052
C 3.732721 6.047604 0.568457
C 2.585605 6.312394 1.314514
C 1.623969 5.328467 1.444929
C 1.772672 4.085968 0.832972
P 0.535876 2.748164 1.061487
C 0.275565 2.840751 2.868557
C 1.375379 3.013044 3.712590
C 1.265644 2.786277 5.074951
C 0.056884 2.375613 5.620460
C -1.043702 2.206609 4.793329
C -0.933295 2.429877 3.429755
C -0.932542 3.566937 0.328482
C -1.835639 4.394982 0.986265
C -2.874047 4.989906 0.282861
C -3.015409 4.768111 -1.078955
C -2.124882 3.933803 -1.739814
C -1.093919 3.331615 -1.038464
H 3.946421 2.394828 -1.001989
H 2.370432 1.963305 -0.616250
H 4.779018 4.629782 -0.657321
H 4.495968 6.810509 0.468222
H 2.450570 7.279683 1.782830
H 0.736362 5.521255 2.037354
H 2.324143 3.327394 3.292922
H 2.133479 2.909669 5.711066
H -0.021363 2.178054 6.682133
H -1.988060 1.875693 5.208258
H -1.788679 2.277241 2.784352
H -1.734324 4.580715 2.049202
H -3.575845 5.633811 0.800267
H -3.823577 5.240084 -1.624081
H -2.242925 3.742745 -2.798578
H -0.399765 2.672339 -1.546138
N 2.212339 -0.325014 2.200818
C 2.839699 -1.466822 2.714193
C 2.086585 -2.537637 3.196588
C 2.710640 -3.695436 3.628353
C 4.095158 -3.788691 3.624708
C 4.849241 -2.713928 3.174435
C 4.231118 -1.563838 2.715007
H 2.778750 0.508383 2.240529
H 1.272052 -0.181576 2.540512
H 1.005729 -2.459050 3.210723
H 2.110276 -4.530639 3.967393
H 4.584998 -4.693670 3.962367
H 5.930906 -2.768911 3.175218
H 4.822327 -0.742070 2.326291
C -7.277969 1.564314 -4.681920
C -5.962903 1.246645 -4.016365
C -4.973764 0.513215 -4.656280
C -3.798550 0.143229 -4.009298
C -2.766508 -0.648936 -4.762803
C -3.584305 0.500984 -2.666619
Te -1.990414 -0.345468 -1.536676
C -4.539975 1.326736 -2.047656
C -4.356870 1.830769 -0.638899
C -5.707369 1.672838 -2.719363
H -7.320968 1.131572 -5.682127
H -7.429433 2.643729 -4.763516
H -8.108313 1.157663 -4.099546
H -5.132371 0.201810 -5.685712
H -3.056132 -0.775122 -5.808944
H -2.627231 -1.634099 -4.314276
H -1.797567 -0.147844 -4.717783
H -3.297894 1.931103 -0.400867
H -4.792183 1.126602 0.076922
H -4.846280 2.800000 -0.511613
H -6.445933 2.284392 -2.205361

Force components x, y, z for each atom (eV/Å):
0.1309 0.6441 -0.1063
-0.0872 -0.1362 0.2584
1.1993 -0.5562 -1.4186
0.1005 0.1784 0.1680
-0.5723 0.1114 0.1665
0.2254 -0.1742 0.0350
-0.0164 0.0692 -0.0665
-0.0056 0.0317 -0.0144
0.0906 -0.0003 0.1297
-0.0776 -0.1490 0.0123
-0.0236 0.0984 -0.1530
-1.0915 0.7996 1.2278
0.9266 -1.1611 -1.2135
-1.4990 0.3897 1.3144
0.6163 -0.5638 0.5084
0.1066 0.2424 -0.2807
-0.0160 -0.3344 -0.0367
-0.2614 0.2992 0.2481
0.4489 0.0067 -0.4245
0.0594 -0.0757 -0.0710
-0.0055 -0.0571 0.0282
-0.0193 0.0210 -0.0021
-0.0194 -0.0008 -0.0072
-0.0064 0.0174 0.0055
0.0068 -0.0168 0.0317
-0.2653 0.1213 -0.4171
0.0275 -0.0276 -0.0195
-0.0046 -0.0269 -0.0060
0.0739 -0.0418 -0.0165
-0.0935 -0.0269 -0.0347
0.3227 -0.0237 0.5280
-0.2745 0.1819 -0.7076
-0.0483 -0.1899 0.4527
0.0937 0.0434 -0.4647
0.0045 -0.0177 0.1490
-0.0374 0.0170 0.0060
0.0871 -0.0273 -0.0727
-0.1076 0.0036 -0.0546
0.0694 -0.0597 0.0888
-0.2550 0.0469 0.3643
-0.0594 -0.0119 -0.0417
-0.0012 -0.0148 0.0423
-0.0036 0.0003 0.0031
-0.0058 0.0191 -0.0145
-0.0015 -0.1018 0.1860
-0.2183 0.1487 0.0293
0.0165 0.0005 0.0331
0.0167 -0.0977 -0.0322
-0.0969 0.1981 0.1109
0.1640 0.0274 -0.0893
0.1138 -0.2841 -0.1265
-0.0502 0.5367 -0.1647
0.0998 -0.3322 0.0198
-0.0274 0.0752 -0.0087
-0.0019 -0.0262 0.0383
-0.0028 0.0249 0.0192
-0.0241 -0.0017 0.0584
0.0348 0.0840 -0.0309
0.0091 -0.2451 -0.0668
0.0200 0.0026 0.0318
-0.0289 0.0921 0.0030
0.1196 0.0593 -0.0264
0.0054 0.1899 -0.0973
0.1137 0.0795 0.0593
-0.0203 -0.0459 -0.0105
0.1059 0.2288 -0.0852
-0.0023 0.0356 -0.0244
0.0304 -0.0218 0.0091
-0.0097 -0.0232 0.0229
-0.0019 -0.0168 0.0124
-0.0032 -0.0287 0.0120
0.0020 0.0177 -0.0012
-0.0160 0.0071 0.0034
-0.0085 0.0022 -0.0020
-0.0357 -0.0263 -0.0150
0.0106 0.0120 -0.0045
0.0056 -0.0075 0.0196
-0.0337 -0.0444 -0.0043
0.0009 -0.0630 0.0066
-0.1075 -0.0451 -0.0462
-0.0175 -0.1240 -0.2494
0.1509 -0.1374 0.1787
-0.0532 0.1006 -0.0435
0.0605 0.0448 0.0835
0.0536 -0.0946 0.0362
-0.0434 0.0327 0.0057
-0.0024 0.0622 -0.0581
-0.0593 0.0855 0.0054
0.0853 0.1252 0.0492
0.0376 -0.0512 0.0259
-0.0192 0.0340 -0.0169
-0.0098 -0.0108 0.0028
-0.0015 -0.0218 -0.0540
-0.0107 -0.0153 -0.0390
0.1431 0.0144 0.0462
-0.0040 0.0352 0.0648
-0.1207 0.0175 -0.0075
0.1694 -0.0122 -0.0342
-0.1069 -0.0195 -0.0542
-0.0015 -0.0362 0.0766
0.0633 0.0678 -0.0814
0.0443 0.0881 0.1547
-0.1413 -0.0884 0.0061
0.0028 0.0199 -0.1111
-0.0288 0.0305 -0.0231
-0.0483 -0.0008 -0.0459
-0.0467 0.0135 -0.0430
0.0258 -0.0258 -0.0023
-0.0133 0.0287 -0.0128
0.0632 0.0217 0.0248
0.0153 -0.0860 0.0302
-0.1211 -0.0449 0.0670
0.0825 -0.0371 0.0336
-0.0538 -0.0766 0.0094
-0.0053 0.0013 0.0124

Properties
E = -119694.6453 eV
E_HOMO = -1.64 eV
total charge = -2
LUMO energy = 3.612 eV
Kohn-Sham gap = 5.248 eV

These are the Mulliken partial charges, in e, on atoms 1 to 5:
1 Na 0.8688
2 S -0.4601
3 C 0.1346
4 N -0.9683
5 N 0.2343